Entry 1:
DFT (ωB97M-V/def2-TZVPD) results for 5 unconnected molecules or ions with the total composition C14H20N4O16P2.

Geometry as XYZ:
```
56
Properties=species:S:1:pos:R:3:lowdin_charge:R:1
P -1.59 -2.51 -0.78 0.6561
P 0.32 3.03 -0.72 0.6678
O -1.16 3.05 -1.60 -0.1758
O -1.85 -3.16 -2.33 -0.1869
O 6.67 4.82 2.09 0.0634
O 4.45 -2.53 -0.05 0.0476
O 3.68 0.35 4.73 0.0491
O 1.29 3.90 -1.55 -0.3370
O -8.40 -4.19 -3.04 0.0448
O -2.84 -1.70 -0.34 -0.3641
O -10.08 -4.73 -1.78 0.0631
O -4.35 -1.65 -2.95 0.0453
O -5.56 -3.46 -2.87 0.0724
O 5.09 4.89 3.58 0.0443
O 4.41 0.48 6.77 0.0624
O -1.34 -3.72 0.43 -0.1944
O 0.03 3.69 0.84 -0.1880
O 3.44 2.86 0.11 0.0233
N 4.35 0.86 5.62 -0.4491
N 5.55 5.10 2.46 -0.4348
N -8.92 -4.81 -2.13 -0.4381
N -5.40 -2.27 -3.10 -0.4103
C -8.05 -5.75 -1.37 0.0454
C 2.28 0.68 -0.47 -0.0098
C 1.40 -1.91 -0.57 0.0539
C 4.10 -1.36 -0.34 -0.2759
C 3.50 1.67 -0.30 -0.2634
C -0.07 -1.39 -0.69 -0.1800
C 2.57 -0.87 -0.46 -0.0048
C 5.26 -0.28 -0.64 0.0188
C 4.98 1.12 -0.64 0.0224
C 5.15 2.05 5.24 0.0340
C -0.33 0.16 -0.74 0.0059
C 0.84 1.22 -0.63 -0.1299
C 4.66 5.76 1.47 0.0446
C -6.58 -1.52 -3.60 0.0496
H 3.69 5.95 1.94 0.0960
H 5.81 1.89 -0.85 0.1304
H -2.75 -2.81 -2.62 0.0497
H -7.36 -1.60 -2.85 0.0992
H 4.46 2.82 4.88 0.0817
H 4.55 5.07 0.63 0.0830
H 5.69 2.40 6.11 0.0980
H -1.30 -3.21 1.28 0.0815
H -8.48 -6.75 -1.47 0.1014
H 0.89 3.78 1.33 0.0766
H 5.13 6.69 1.17 0.1030
H 6.35 -0.59 -0.87 0.1280
H -1.92 2.84 -1.00 0.0741
H -6.88 -1.98 -4.54 0.1063
H 5.84 1.75 4.45 0.1030
H -7.05 -5.72 -1.79 0.0897
H 1.58 -3.05 -0.55 0.1252
H -8.05 -5.42 -0.33 0.1034
H -1.41 0.54 -0.83 0.1010
H -6.29 -0.48 -3.75 0.0970
```

Output
Charge: 0
HOMO energy, eV: -10.171
SMILES string: O=C1C=CC(=O)c2c1cc(P(=O)(O)O)cc2P(=O)(O)O.C[N+](=O)[O-].C[N+](=O)[O-].C[N+](=O)[O-].C[N+](=O)[O-]
Energy, eV: -72127.0059
Orbital gap, eV: 8.06



Entry 2:
DFT (ωB97M-V/def2-TZVPD) results for 2 unconnected molecules or ions with the total composition C14H20N4O5S.

Geometry as XYZ:
```
44
Properties=species:S:1:pos:R:3:lowdin_charge:R:1
S -0.79 0.05 -0.22 0.9533
O 1.49 4.32 -1.18 0.0689
O 3.09 -2.26 -2.06 -0.0600
O -0.15 3.11 -1.99 0.0545
O 5.60 2.27 0.11 0.0496
O 6.08 0.17 -0.32 0.0832
N 1.01 3.22 -1.53 -0.3152
N 5.30 1.15 -0.35 -0.3158
N 4.07 -1.44 -1.55 0.1708
N 1.85 -1.60 -2.29 0.1899
C -2.82 -1.25 -1.74 -0.2751
C -5.08 -0.25 -2.33 -0.1143
C 1.23 0.79 -1.80 -0.0275
C 3.47 -0.22 -1.48 -0.1463
C -1.72 -1.44 -0.70 -0.4461
C 0.05 -0.66 1.20 -0.4740
C 2.12 -0.32 -1.91 -0.2293
C -0.51 -0.20 2.55 -0.2812
C 1.81 2.03 -1.43 -0.1260
C -4.03 -0.45 -1.24 -0.2834
C -0.18 -0.34 5.08 -0.1148
C 3.15 2.15 -0.97 0.1059
C 0.28 -0.81 3.71 -0.2826
C 3.99 1.03 -0.95 -0.0631
H -2.13 -1.87 0.22 0.0857
H -3.68 0.53 -0.87 0.0987
H -0.09 0.75 5.19 0.0741
H 1.34 -0.56 3.57 0.1111
H 0.44 -0.80 5.85 0.0701
H 0.19 -1.90 3.65 0.1117
H -1.57 -0.50 2.62 0.1142
H -1.22 -0.62 5.28 0.0735
H -0.95 -2.12 -1.10 0.0745
H -5.47 -1.21 -2.69 0.0732
H -3.17 -2.25 -2.02 0.1189
H -4.67 0.29 -3.19 0.0742
H 1.10 -0.34 1.10 0.0768
H -0.47 0.90 2.60 0.1128
H -4.47 -0.98 -0.39 0.1115
H 0.28 0.73 -2.33 0.0899
H -5.92 0.33 -1.94 0.0697
H 0.03 -1.76 1.13 0.0908
H 3.52 3.11 -0.63 0.1354
H -2.40 -0.79 -2.64 0.1115
```

Output
Charge: 0
HOMO energy, eV: -8.905
Energy above the lowest of the compared OMol25 structures with the same formula, charge and spin, kcal/mol: 135.5
SMILES string: O=[N+]([O-])c1cc([N+](=O)[O-])c2nonc2c1.CCCCSCCCC
Energy, eV: -41866.3503
Orbital gap, eV: 6.53